Record 1
Density functional theory data (ωB97M-V/def2-TZVPD) for a structure of composition C17H15BrN2O4.

```
39
Properties=species:S:1:pos:R:3:forces:R:3
C 5.3296 4.4369 -1.5785 1.435 -2.640 -2.179
H 4.8765 3.6313 -2.3898 1.799 1.551 1.602
O 4.4188 4.4856 -0.5929 0.607 7.248 -2.868
C 4.2240 3.4700 0.1255 2.011 -6.662 0.805
C 3.2942 3.9275 1.0947 2.275 -1.593 9.258
H 2.3686 4.2794 0.9027 -2.959 0.815 -1.477
H 3.7201 4.8754 1.9686 -0.715 -2.810 -3.083
C 3.1706 2.6300 2.1824 -4.172 5.913 0.672
N 2.5594 1.5198 1.5531 -9.080 7.630 2.580
C 1.1126 1.5869 1.3331 3.167 -4.332 -0.107
C 0.6100 0.4152 0.8431 -4.077 3.794 -1.260
C 1.4243 -0.6067 0.2418 -16.876 1.286 -0.016
C 2.5697 -0.4728 0.3216 18.804 -1.954 4.113
C 3.3761 -1.7442 0.1124 3.242 -1.998 -4.409
N 4.0176 -2.6004 -0.4511 -3.222 3.866 3.356
C 3.3079 0.5768 1.3298 -10.392 -7.227 -7.536
O 4.3830 0.6382 1.4457 16.769 -1.310 2.423
H 0.7784 -1.2554 -0.2336 -0.333 -2.280 -1.170
C -0.9897 0.5108 0.4949 5.120 12.071 4.293
O -1.5211 1.7545 0.6567 2.333 -6.919 -1.368
C -1.6368 -0.6029 0.2358 3.088 -6.141 6.543
C -2.6260 -0.5974 -0.4615 -11.857 -0.265 -13.730
C -3.4112 -1.8466 -0.7832 0.410 4.177 0.527
C -3.2026 -2.8692 0.0612 -5.528 -4.249 -5.831
C -2.0983 -3.0986 0.7282 3.452 6.149 3.553
C -1.5508 -1.8003 1.0810 2.701 -0.473 -2.012
O -0.6385 -1.5404 2.0040 0.555 -6.679 4.126
H -0.5156 -2.6876 2.6048 -0.257 5.246 -2.389
H -2.0670 -3.6624 1.5706 0.277 -2.830 1.972
H -3.8555 -3.7659 -0.2636 0.847 1.134 1.116
Br -4.7225 -1.9070 -2.2352 0.966 0.211 1.286
H -2.8176 0.2705 -1.3563 0.443 -2.065 3.100
H 0.5833 2.3909 1.7416 -0.583 1.060 0.239
H 2.4510 3.1026 3.0377 1.501 -1.480 -1.817
H 4.0648 2.3930 2.6407 1.757 -0.360 0.559
H 5.2347 2.9011 0.6928 -2.281 1.858 -1.537
H 3.8756 2.6289 -0.6259 0.005 0.528 1.683
H 6.2909 4.1538 -1.0407 -0.562 -0.344 -1.370
H 5.5436 5.3702 -2.1057 -0.670 0.071 0.355
```
Positions in Å, forces in eV/Å.

Values from the calculation:
E_HOMO = -8.83 eV
ΔE to the lowest compared entry with this formula, charge and spin = 1495.9 kJ/mol
Lowest unoccupied orbital energy = -1.1 eV
E_tot = -3640.71710 a.u.
Net charge = 0
2S+1 = 1


Record 2
Density functional theory data (ωB97M-V/def2-TZVPD) for a structure of composition C17H8IN2O7ReSbSe4.

```
41
Properties=species:S:1:pos:R:3:forces:R:3
Re -0.8657 1.4850 -0.7043 2.210 1.021 0.752
I -0.5281 2.8245 -3.1491 -0.559 -0.882 0.893
C -0.7688 0.9613 -4.1061 0.001 -0.025 0.484
C -0.8976 0.9508 -5.4459 -0.554 -0.283 -0.487
C -0.8223 -0.2905 -6.1433 -0.414 0.935 -1.186
C -0.5793 -1.4332 -5.4584 -0.096 0.039 1.267
C -0.4134 -1.4034 -4.0333 -0.041 -0.431 0.223
C 0.0248 -2.5411 -3.2743 -0.154 0.014 -0.755
C 0.2797 -2.4539 -1.9372 -0.245 -0.140 -0.218
C -0.0480 -1.2982 -1.2244 -0.339 0.671 -1.104
C -0.5039 -0.1434 -1.8703 -0.011 -0.833 -0.144
C -0.6215 -0.2060 -3.3297 0.908 0.846 1.198
H -1.2188 1.8735 -5.9066 0.471 -0.031 -0.586
H -0.9714 -0.2539 -7.2491 0.119 -0.294 1.119
H -0.5955 -2.4046 -5.8947 0.287 -0.437 -0.628
H 0.1829 -3.4849 -3.7998 0.040 0.273 0.091
H 0.6698 -3.2876 -1.3827 0.071 -0.337 -0.036
H 0.0690 -1.3465 -0.1718 -0.016 0.230 0.795
O 2.8922 2.0168 -0.2309 0.437 0.212 0.101
C 1.8572 2.0328 0.3651 -0.196 0.270 -1.249
O 0.7481 2.5620 -0.2296 -0.871 -1.004 0.201
C 1.7180 1.4619 1.7036 0.599 -0.888 1.489
C 2.8243 1.4438 2.5734 -0.593 0.766 -1.211
C 2.6996 0.8325 3.8107 -0.402 0.476 -0.246
C 1.5377 0.2216 4.2129 1.561 0.223 0.346
C 0.5188 0.0457 3.3029 -0.369 0.369 0.730
C 0.5529 0.7037 2.0071 0.109 -0.474 0.500
O -0.3632 0.4640 1.1612 -1.128 0.358 -1.522
N -0.5937 -0.6308 3.9266 1.554 0.489 -0.690
O -0.4909 -1.3437 4.8731 0.241 -0.197 0.308
O -1.7365 -0.3838 3.4436 -1.416 0.203 -0.886
N 3.7363 1.0672 4.8030 -0.046 -0.251 0.681
O 4.6665 1.7585 4.5014 0.733 0.562 -0.630
O 3.5835 0.5681 5.8944 -0.283 -0.391 0.438
H 3.7391 1.9988 2.2883 -0.645 -0.547 0.249
H 1.5173 -0.0133 5.2706 -0.375 -0.482 -0.167
Se -3.1270 -1.2900 4.3623 0.327 0.148 0.399
Sb -4.7452 -0.6615 2.4768 -0.471 -0.832 0.171
Se -3.0071 1.7811 -0.3858 -0.336 -0.104 -0.073
Se -6.3538 0.4439 3.7675 -0.001 0.143 -0.411
Se -4.5660 -2.6273 1.1827 -0.104 0.614 -0.207
```
Positions in Å, forces in eV/Å.

Values from the calculation:
E_HOMO (spin up / spin down) = -11.36 / -11.36 eV
ΔE to the lowest compared entry with this formula, charge and spin = 87.5 kJ/mol
Lowest unoccupied orbital energy (spin up / spin down) = -6.2 / -6.2 eV
E_tot = -11510.25538 a.u.
Net charge = +1
2S+1 = 1


Record 3
Density functional theory data (ωB97M-V/def2-TZVPD) for a structure of composition C42H98N12O14Pt.

```
167
Properties=species:S:1:pos:R:3:forces:R:3
Pt 21.5451 -2.9464 -21.7810 1.362 0.898 -0.633
C 23.7231 -2.6925 -26.0118 -1.098 1.092 -0.507
C 23.2057 -1.8579 -24.8441 -0.202 -0.801 4.084
C 22.7797 -0.4238 -25.1780 0.289 -1.013 -1.304
O 22.2387 -2.6246 -23.9751 1.003 0.808 -1.831
H 24.6490 -2.3182 -26.4485 0.497 -0.013 0.563
H 23.0461 -2.4519 -26.8315 -0.510 -1.005 -0.325
H 23.7906 -3.7419 -25.7251 -0.167 0.126 -0.289
H 24.1056 -1.6850 -24.2540 0.451 -0.155 0.767
H 22.0693 -0.5785 -25.9901 -0.760 0.807 0.231
H 23.6252 0.0815 -25.6447 0.303 0.029 -0.179
H 22.4948 0.2338 -24.3566 -0.535 -0.574 0.060
C 20.0081 -4.4640 -17.6094 0.994 -0.890 -0.973
C 20.8783 -3.4004 -18.2909 0.976 1.054 -2.316
C 22.2173 -3.0982 -17.6148 -0.433 0.757 0.483
O 21.1602 -3.5444 -19.6800 -0.696 -1.512 1.216
H 19.7327 -4.1626 -16.5988 -0.274 0.070 -0.221
H 20.5146 -5.4281 -17.5640 0.429 -0.165 0.282
H 19.1775 -4.7062 -18.2724 -0.442 0.464 0.279
H 20.2467 -2.5176 -18.1917 -0.148 0.838 0.302
H 22.6387 -2.1731 -18.0082 -0.173 0.001 -0.497
H 23.0069 -3.8268 -17.7988 -0.504 -0.394 0.451
H 22.0448 -2.8310 -16.5722 0.359 -0.546 0.476
C 18.3088 -1.9242 -21.6754 3.479 -2.020 -2.273
O 19.4652 -2.4119 -21.9071 -4.055 2.236 0.228
N 17.3916 -2.6072 -21.0590 -1.253 -1.830 2.355
C 16.0820 -2.0628 -20.7545 -0.791 -0.676 -0.949
C 17.5599 -4.0177 -20.5861 0.910 1.113 0.098
H 17.8065 -1.1006 -22.2061 1.075 0.785 0.232
H 15.9466 -0.9989 -20.9489 0.532 0.010 0.310
H 15.7375 -2.3655 -19.7656 0.342 0.377 0.179
H 15.3887 -2.5489 -21.4409 -0.366 -0.071 -0.064
H 18.5750 -4.3869 -20.7326 0.071 0.304 -0.752
H 17.5246 -4.0307 -19.4967 -0.797 -0.026 0.052
H 16.8174 -4.6353 -21.0913 -0.033 -0.045 0.269
C 17.7502 2.1835 -15.0663 -0.309 -2.080 -0.540
O 17.0240 3.0959 -14.7912 -0.285 1.410 0.521
N 18.0470 1.7669 -16.3111 -0.108 0.106 -0.552
C 17.8715 2.6045 -17.4684 0.498 -0.077 -0.145
C 18.8719 0.5708 -16.5419 -1.217 0.279 0.954
H 18.1156 1.4207 -14.3613 0.181 0.283 0.564
H 17.3521 2.0387 -18.2419 0.247 0.017 -0.231
H 18.9250 2.7717 -17.6925 -0.172 0.697 -1.215
H 17.3240 3.5376 -17.3357 0.204 -0.185 0.572
H 19.9187 0.7627 -16.3063 -0.019 -0.372 0.068
H 18.3595 -0.1356 -15.8888 0.991 -0.585 0.165
H 18.7538 0.1641 -17.5463 -0.022 0.429 -0.072
C 24.9755 -3.3746 -21.6351 -2.630 -0.587 2.855
O 23.8305 -2.8518 -21.4203 3.882 -1.103 -1.025
N 25.5119 -4.2282 -20.7009 0.437 -0.071 -0.311
C 26.8796 -4.7529 -20.7883 -0.402 -0.579 -0.049
C 24.7931 -4.7075 -19.4881 -0.871 1.003 -0.786
H 25.6663 -3.3078 -22.4899 -0.582 0.670 -0.191
H 27.5438 -4.3860 -21.5708 -0.458 0.693 -0.021
H 26.8056 -5.8181 -21.0072 0.142 -0.240 0.322
H 27.3439 -4.6059 -19.8131 0.238 -0.076 -0.110
H 24.7904 -3.9314 -18.7228 0.200 0.013 0.021
H 23.7450 -4.8653 -19.7425 -0.131 0.171 -0.102
H 25.1424 -5.6409 -19.0469 0.610 0.084 -0.527
C 22.4629 0.1953 -20.9941 -0.598 -1.268 1.922
O 21.6738 -0.7244 -21.2632 1.115 2.317 0.521
N 22.4310 0.9202 -19.8157 0.344 0.801 -0.518
C 21.7235 0.5187 -18.5953 -0.450 -0.611 -0.899
C 23.6153 1.7968 -19.4870 -1.135 -1.374 -0.367
H 23.3888 0.4460 -21.5345 -0.437 -0.068 -0.673
H 21.5008 1.4004 -17.9944 0.260 -0.149 0.072
H 22.3109 -0.2468 -18.0883 0.163 0.356 0.473
H 20.7805 0.0107 -18.7969 0.037 0.139 -0.452
H 23.3508 2.4047 -18.6218 0.113 -0.061 -0.125
H 24.3811 1.0651 -19.2295 0.533 0.598 0.128
H 23.8985 2.4502 -20.3122 0.004 -0.239 -0.016
C 25.2472 -1.5994 -13.1083 -0.502 0.071 1.566
O 24.5817 -2.5416 -13.4488 -0.532 -1.050 -0.783
N 26.2844 -1.0986 -13.7670 2.279 0.748 -2.632
C 26.7153 -1.7298 -15.0065 0.093 -1.482 0.441
C 26.9050 0.2435 -13.5864 -1.268 -1.461 1.450
H 25.0495 -1.1913 -12.1050 0.203 0.731 -0.084
H 27.8040 -1.7643 -14.9679 0.075 0.095 -0.316
H 26.3632 -1.3376 -15.9606 -0.163 0.745 0.244
H 26.3647 -2.7613 -15.0414 -0.015 -0.054 0.310
H 27.8779 0.2844 -13.0965 0.132 -0.686 -0.014
H 27.0416 0.7263 -14.5540 -0.781 0.364 0.276
H 26.1678 0.5639 -12.8503 0.306 1.794 -0.347
C 29.4832 -5.6572 -16.7675 2.163 -2.081 0.310
O 30.6779 -5.9039 -17.0208 -2.185 1.190 0.107
N 28.5749 -6.6497 -16.5772 -1.234 0.513 -0.660
C 27.1738 -6.2764 -16.1653 1.160 -1.279 0.437
C 28.8621 -8.0803 -16.8477 -1.094 -0.122 0.596
H 29.0354 -4.6818 -16.5223 0.392 0.218 -0.301
H 26.9532 -7.0702 -15.4516 -0.624 0.137 0.072
H 26.4054 -6.2593 -16.9382 0.326 -0.216 -0.364
H 27.1004 -5.3365 -15.6183 0.509 0.027 -0.124
H 28.1090 -8.5554 -17.4764 0.015 0.677 -0.985
H 29.8621 -8.3292 -17.2028 -0.154 0.651 0.129
H 28.6106 -8.6877 -15.9783 0.681 0.307 0.786
C 28.6881 0.5480 -16.9434 1.812 -0.352 -1.030
O 29.7752 0.8964 -16.5113 -0.506 0.170 0.737
N 28.3602 0.7758 -18.2370 -1.235 -1.274 0.507
C 27.0880 0.2778 -18.7665 -0.083 0.325 -0.170
C 29.1298 1.5800 -19.1191 -0.747 2.061 -1.138
H 28.0224 -0.1328 -16.3907 -0.210 0.471 -0.192
H 26.8629 0.6694 -19.7585 0.601 0.087 -0.139
H 26.2294 0.6603 -18.2145 0.089 -0.403 0.544
H 27.0927 -0.8073 -18.8696 -0.199 -0.042 0.256
H 29.0557 1.2308 -20.1489 0.671 -0.679 0.138
H 28.5324 2.4854 -19.2259 0.056 0.695 -0.013
H 30.1124 1.9611 -18.8408 -0.060 -0.964 0.368
C 16.8958 -6.8625 -13.5184 0.927 -1.383 -0.636
O 17.2485 -7.7875 -12.8135 -0.531 0.307 0.795
N 17.4078 -6.7774 -14.7829 -2.108 0.732 0.481
C 18.5030 -7.6084 -15.1766 0.348 0.154 -1.293
C 17.0901 -5.6797 -15.6895 0.435 0.246 1.066
H 16.1626 -6.1021 -13.2079 0.123 0.096 -0.245
H 18.8023 -8.3774 -14.4645 0.119 0.784 0.297
H 19.2083 -6.8548 -15.5269 1.237 -0.490 0.574
H 18.3433 -8.1389 -16.1153 -0.742 -0.246 -0.177
H 18.0869 -5.3496 -15.9820 -0.445 0.344 -0.992
H 16.3638 -5.8914 -16.4742 0.515 -0.509 -0.420
H 16.6336 -4.8307 -15.1808 0.064 -0.097 0.518
C 20.4573 -3.9646 -11.6687 1.901 -2.757 0.846
O 20.2978 -4.6840 -10.6485 0.008 2.201 -2.637
N 21.0546 -4.3889 -12.8495 -1.273 0.906 0.952
C 21.0860 -3.4250 -14.0047 0.361 -1.612 1.024
C 21.5902 -5.7049 -13.0987 0.189 -1.219 -1.364
H 20.4036 -2.8689 -11.7628 -0.845 0.009 0.629
H 20.4789 -2.5382 -13.8223 0.399 0.027 0.279
H 20.6516 -3.9285 -14.8683 0.270 -0.019 -0.055
H 22.1528 -3.2385 -14.1287 -0.187 0.567 -0.564
H 22.5275 -5.6806 -13.6547 0.397 0.733 0.222
H 21.7579 -6.4699 -12.3406 -0.339 1.032 0.955
H 21.0029 -6.2744 -13.8191 -0.758 0.186 -0.162
C 19.4482 -9.6084 -18.5976 1.775 1.994 -1.300
O 20.4891 -9.0315 -19.0018 -1.944 -1.693 1.375
N 18.2305 -9.1416 -18.9228 -2.450 2.480 -1.307
C 16.9650 -9.8256 -18.7917 0.023 -1.423 1.587
C 17.9890 -7.7948 -19.5416 1.544 0.439 0.438
H 19.3883 -10.4717 -17.9169 0.380 -0.150 -0.296
H 17.1823 -10.8492 -18.4865 -0.152 -0.222 -0.180
H 16.2851 -9.8557 -19.6430 0.711 0.187 -0.563
H 16.3389 -9.4414 -17.9864 0.167 0.446 0.219
H 17.3091 -7.1073 -19.0383 -0.983 -1.017 0.614
H 18.8460 -7.1350 -19.4062 0.755 -0.618 -0.578
H 17.6835 -7.8209 -20.5876 0.199 -0.357 -0.007
C 19.4909 -0.1236 -12.3651 0.630 1.146 -1.670
O 20.3238 -0.1623 -13.2991 -1.693 -0.231 1.957
N 19.4892 0.7842 -11.3622 1.002 -0.266 -1.471
C 20.4690 1.8095 -11.3703 1.289 1.732 1.227
C 18.6071 0.6679 -10.2489 -0.362 -0.005 0.344
H 18.5225 -0.6470 -12.3455 0.357 -0.814 -0.203
H 21.2593 1.6075 -10.6473 0.152 -0.153 0.190
H 20.0233 2.7469 -11.0375 -0.320 -0.002 0.204
H 21.0039 2.1182 -12.2684 -0.594 -1.012 -0.537
H 17.8166 0.0253 -10.6367 -0.386 0.097 0.807
H 19.0666 0.2753 -9.3418 0.264 -0.651 -0.190
H 18.2575 1.6335 -9.8836 -0.408 0.182 -0.669
C 20.7923 -6.2214 -22.1877 0.670 0.670 -0.258
O 20.8567 -4.9909 -22.2825 -1.142 -1.845 -0.131
N 21.8543 -7.0233 -22.2773 -1.387 -0.334 -0.311
C 23.0692 -6.5295 -22.8118 1.808 -0.476 0.398
C 21.7483 -8.4627 -22.0208 1.186 0.524 0.657
H 19.8968 -6.8566 -22.1056 -0.501 0.755 0.388
H 23.3099 -7.1177 -23.6972 0.120 0.199 -0.268
H 23.8273 -6.7690 -22.0661 0.524 0.040 -0.029
H 23.1567 -5.4599 -23.0029 -0.772 -0.073 -0.081
H 20.8805 -8.7014 -21.4060 -0.079 0.029 -0.408
H 21.9306 -9.1081 -22.8801 -0.632 0.250 -0.431
H 22.6092 -8.6900 -21.3921 -0.001 -0.125 0.370
```
Positions in Å, forces in eV/Å.

Values from the calculation:
E_HOMO (spin up / spin down) = -6.30 / -6.31 eV
Lowest unoccupied orbital energy (spin up / spin down) = 0.1 / 0.1 eV
E_tot = -3488.41162 a.u.
Net charge = 0
2S+1 = 3